No. 1
Here is C54H52ClCoN6O3Si as an isolated structure in a non-equilibrium geometry from OMol25. Energies are from ωB97M-V/def2-TZVPD.

```
118
C54H52ClCoN6O3Si (ωB97M-V/def2-TZVPD)
Co -1.04 0.72 0.30
O 2.67 0.34 -1.13
C 1.45 0.41 -0.88
N 0.84 0.53 0.25
C 1.58 0.77 1.45
C 0.57 0.86 2.58
C 0.97 0.93 3.92
C 0.02 1.04 4.90
C -1.31 1.08 4.53
C -1.63 1.00 3.18
N -0.72 0.89 2.24
C 0.42 0.37 -2.01
C 0.79 0.26 -3.33
C -0.18 0.30 -4.31
C -1.49 0.45 -3.93
C -1.78 0.54 -2.57
N -0.85 0.49 -1.64
H 2.12 1.72 1.39
H 2.34 0.01 1.65
H 2.03 0.92 4.16
H 0.31 1.11 5.94
H -2.10 1.18 5.27
H -2.66 1.04 2.83
H 1.85 0.17 -3.56
H 0.08 0.23 -5.36
H -2.29 0.50 -4.66
H -2.79 0.66 -2.20
O -0.85 2.89 0.08
Si -0.08 4.24 0.31
C -1.20 5.72 -0.09
C -1.02 7.02 0.43
C -1.83 8.08 0.02
C -2.83 7.87 -0.92
C -3.03 6.59 -1.45
C -2.22 5.53 -1.03
C 0.46 4.44 2.13
C -0.53 4.63 3.10
C -0.23 4.69 4.46
C 1.09 4.56 4.89
C 2.09 4.36 3.95
C 1.78 4.31 2.59
C 1.46 4.59 -0.76
C 1.65 3.89 -1.96
C 2.73 4.16 -2.79
C 3.65 5.15 -2.45
C 3.47 5.88 -1.28
C 2.38 5.60 -0.45
H -0.25 7.20 1.17
H -1.68 9.07 0.44
H -3.46 8.69 -1.24
H -3.81 6.42 -2.17
H -2.39 4.53 -1.42
H -1.57 4.72 2.78
H -1.03 4.84 5.19
H 1.33 4.62 5.95
H 3.12 4.25 4.27
H 2.59 4.15 1.88
H 0.94 3.12 -2.23
H 2.86 3.59 -3.71
H 4.49 5.35 -3.10
H 4.17 6.66 -1.01
H 2.25 6.19 0.46
C -2.97 0.65 0.35
C -4.20 0.59 0.40
C -5.64 0.53 0.45
C -6.42 1.12 -0.56
C -7.81 1.05 -0.53
C -8.46 0.38 0.50
C -7.70 -0.21 1.51
C -6.31 -0.13 1.48
H -5.92 1.66 -1.35
H -8.39 1.52 -1.32
H -9.54 0.31 0.52
H -8.20 -0.73 2.32
H -5.73 -0.59 2.27
C 2.87 -7.68 -0.47
C 1.67 -7.13 0.32
C 0.45 -7.99 -0.06
C 1.95 -7.33 1.82
C 1.39 -5.62 -0.01
O 0.95 -5.59 -1.36
C 2.57 -4.64 0.20
C 3.73 -4.52 -0.81
C 3.41 -3.83 -2.12
C 3.32 -2.45 -2.17
C 3.06 -1.77 -3.36
C 2.89 -2.50 -4.52
Cl 2.55 -1.67 -6.02
C 2.97 -3.88 -4.51
C 3.24 -4.54 -3.32
C 0.27 -5.14 0.92
N -0.34 -3.88 0.49
C -0.15 -2.65 0.97
N -1.04 -1.83 0.51
C -1.80 -2.63 -0.28
N -1.43 -3.90 -0.32
H 2.86 -8.77 -0.40
H 3.82 -7.34 -0.05
H 2.81 -7.40 -1.52
H 0.71 -9.05 0.07
H 0.16 -7.83 -1.10
H -0.42 -7.81 0.57
H 2.25 -8.37 1.99
H 1.07 -7.14 2.44
H 2.77 -6.69 2.18
H 0.59 -4.72 -1.57
H 2.98 -4.84 1.19
H 2.13 -3.64 0.25
H 4.19 -5.48 -1.01
H 4.49 -3.91 -0.31
H 3.41 -1.85 -1.26
H 3.00 -0.69 -3.36
H 2.83 -4.44 -5.43
H 3.30 -5.62 -3.31
H 0.65 -5.00 1.92
H -0.53 -5.87 0.94
H 0.66 -2.39 1.66
H -2.67 -2.27 -0.83
```

Values from the calculation:
Energy relative to the best compared isomer or geometry (same formula, charge and spin) in kJ/mol: 0.0
Frontier orbital gap (spin up / spin down) in Eh: 0.254 / 0.246
Charge: -1
HOMO level (spin up / spin down) in eV: -4.945 / -4.748
Multiplicity: 2

---

No. 2
Here is C54H54As2P3V as an isolated structure in a non-equilibrium geometry from OMol25. Energies are from ωB97M-V/def2-TZVPD.

```
114
C54H54As2P3V (ωB97M-V/def2-TZVPD)
V -20.16 -6.86 3.40
C -27.52 -5.85 5.32
C -27.04 -6.25 4.09
C -25.72 -6.63 3.93
C -24.85 -6.64 5.05
C -25.32 -6.07 6.25
C -26.68 -5.74 6.40
P -23.19 -7.40 5.13
C -23.57 -8.90 6.14
C -23.15 -10.18 5.75
C -23.17 -11.23 6.64
C -23.57 -11.06 7.96
C -23.91 -9.78 8.42
C -24.05 -8.73 7.50
C -22.91 -8.20 3.50
C -23.94 -8.93 2.89
C -23.75 -9.47 1.62
C -22.48 -9.46 1.06
C -21.46 -8.85 1.70
C -21.64 -8.11 2.87
H -28.59 -5.59 5.45
H -27.74 -6.41 3.25
H -25.36 -6.87 2.95
H -24.60 -5.94 7.08
H -27.01 -5.32 7.35
H -22.75 -10.23 4.74
H -22.78 -12.22 6.38
H -23.56 -11.83 8.73
H -24.13 -9.57 9.47
H -24.47 -7.76 7.81
H -24.91 -9.13 3.38
H -24.61 -9.95 1.11
H -22.41 -9.91 0.08
H -20.44 -8.93 1.31
C -22.63 -4.21 4.00
P -20.88 -4.87 4.20
C -20.56 -4.29 5.93
C -20.04 -3.73 3.09
C -19.77 -2.45 3.54
C -19.34 -1.47 2.64
C -19.33 -1.78 1.29
C -19.59 -3.05 0.85
C -19.92 -4.07 1.74
P -20.33 -5.85 1.33
C -19.32 -6.10 -0.19
C -22.02 -5.73 0.52
H -22.59 -3.10 3.90
H -23.24 -4.44 4.89
H -23.13 -4.68 3.12
H -19.51 -4.04 6.16
H -20.87 -5.10 6.62
H -21.16 -3.39 6.15
H -19.73 -2.22 4.62
H -19.09 -0.44 2.94
H -18.99 -1.02 0.56
H -19.51 -3.28 -0.19
H -18.26 -5.87 -0.02
H -19.77 -5.41 -0.96
H -19.47 -7.08 -0.65
H -22.51 -4.82 0.89
H -22.57 -6.63 0.78
H -21.97 -5.66 -0.58
C -16.49 -7.56 4.17
C -17.11 -8.78 4.76
As -18.81 -9.26 3.82
C -18.94 -10.61 5.27
C -17.99 -11.67 5.29
C -17.97 -12.57 6.37
C -18.86 -12.40 7.41
C -19.82 -11.41 7.33
C -19.80 -10.50 6.33
C -18.12 -10.44 2.41
C -18.82 -11.63 2.09
C -18.22 -12.63 1.30
C -16.92 -12.42 0.86
C -16.22 -11.27 1.17
C -16.86 -10.24 1.87
As -17.61 -5.87 4.33
C -17.18 -5.05 6.18
C -16.74 -3.74 6.36
C -16.59 -3.21 7.66
C -16.77 -4.03 8.76
C -17.07 -5.34 8.58
C -17.34 -5.84 7.28
C -16.05 -4.94 3.41
C -14.84 -5.00 4.05
C -13.68 -4.52 3.39
C -13.78 -4.07 2.10
C -15.01 -4.00 1.46
C -16.15 -4.42 2.10
H -16.30 -7.63 3.08
H -15.55 -7.27 4.63
H -17.44 -8.59 5.79
H -16.53 -9.71 4.81
H -17.21 -11.73 4.55
H -17.31 -13.42 6.36
H -18.82 -13.05 8.29
H -20.59 -11.36 8.12
H -20.48 -9.63 6.34
H -19.87 -11.73 2.38
H -18.77 -13.56 0.98
H -16.44 -13.16 0.23
H -15.18 -11.13 0.96
H -16.31 -9.34 2.08
H -16.48 -3.16 5.49
H -16.35 -2.16 7.79
H -16.69 -3.73 9.82
H -17.06 -6.04 9.41
H -17.54 -6.92 7.18
H -14.83 -5.38 5.07
H -12.68 -4.60 3.84
H -12.87 -3.69 1.63
H -15.09 -3.64 0.44
H -17.14 -4.50 1.58
```

Values from the calculation:
Energy relative to the best compared isomer or geometry (same formula, charge and spin) in kJ/mol: 0.0
Frontier orbital gap (spin up / spin down) in Eh: 0.215 / 0.242
Charge: +2
HOMO level (spin up / spin down) in eV: -12.695 / -12.715
Multiplicity: 3

---

| no. | total energy (hartree) |
| --- | --- |
| 1 | -4775.82267 |
| 2 | -8529.11025 |